<1>
Formula: C9H15N3O6
Source: the Open Molecules 2025 dataset
Level of theory: ωB97M-V/def2-TZVPD

```
! wB97M-V def2-TZVPD RIJCOSX def2/J DEFGRID3
* xyz 0 1
C 1.42482 -0.86915 -0.52487
C 1.86499 0.51900 -0.04396
C 2.62707 -1.84434 -0.15904
C 2.61504 -1.90247 1.40418
C -0.63159 1.08251 0.56760
C -0.96140 -0.10739 1.43566
C -1.28231 0.96688 -0.96956
C -2.47963 2.02013 -1.05273
C -3.64743 1.44185 -1.82246
H 1.80600 -0.08741 -2.40039
H 1.56616 -1.62647 -2.51340
H 0.49583 -1.31948 -0.01553
H 2.53769 -2.86572 -0.53513
H 3.57194 -1.45816 -0.55120
H 3.41253 -2.78556 2.98429
H 4.26008 -3.16804 1.54255
H 1.24470 2.21300 0.83833
H -0.96964 2.01618 0.93210
H -0.50311 1.24260 -1.71016
H -1.70551 -0.05276 -1.05110
H -2.97273 2.31591 -0.08067
H -2.08281 3.17701 -1.35962
H -4.03720 0.84463 -3.62619
H 0.43003 0.31556 2.77008
N 1.18856 -0.79422 -1.98225
N 3.66622 -2.58377 2.04024
N 0.88250 1.29339 0.60760
O 2.95823 0.99988 -0.43471
O 1.72755 -1.44484 2.13787
O -1.87969 -0.83416 1.12026
O -4.70915 1.23110 -1.41797
O -3.41332 1.41612 -3.13947
O -0.23264 -0.36950 2.62252
*
```

Computed properties:
Highest occupied orbital energy (Eh): -0.35697
Gap between HOMO and LUMO (eV): 10.3

=====

<2>
Formula: C9H15N3O6
Source: the Open Molecules 2025 dataset
Level of theory: ωB97M-V/def2-TZVPD

```
! wB97M-V def2-TZVPD RIJCOSX def2/J DEFGRID3
* xyz 0 1
C 0.34937 0.80926 -1.38036
C -0.52699 -0.42558 -0.87127
C 1.29485 0.18639 -2.34554
C 2.32146 1.22034 -2.81982
C 3.58935 0.63586 -3.57122
C -1.90051 -0.95673 1.11969
C -2.93503 -0.02179 1.62893
C -1.56261 -1.84524 2.45031
C -0.76248 -0.90141 3.44000
H 1.83969 1.21583 0.02408
H 0.69096 2.62222 -0.54654
H -0.32202 1.49090 -1.81064
H 1.90813 -0.58939 -1.93804
H 0.62678 -0.13359 -3.15973
H 2.11799 2.32795 -3.37976
H 2.75534 1.67465 -1.84754
H 2.40476 0.92171 -5.64994
H 4.04288 0.19693 -5.57951
H -0.38606 0.56918 0.76409
H -2.09330 -1.63906 0.21225
H -2.50045 -2.17013 2.97262
H -1.02372 -2.81925 2.06045
H 0.21114 -2.41790 4.67263
H -3.65229 1.68153 1.57972
N 0.79064 1.53950 -0.31140
N 3.72212 1.06274 -4.94547
N -0.76178 -0.33244 0.54910
O -1.07472 -1.17599 -1.60488
O 4.43815 -0.04964 -2.86971
O -3.65942 -0.32140 2.47640
O -0.70350 0.23742 3.70289
O -0.10146 -1.43443 4.55787
O -2.90922 1.36570 1.07193
*
```

Computed properties:
Highest occupied orbital energy (Eh): -0.34629
Gap between HOMO and LUMO (eV): 9.0

=====

Q: Which of them is the least stable? A: <2>.